Record 1
# C2H2N2O2S

2 unconnected molecules or ions with the total composition C2H2N2O2S (ωB97M-V/def2-TZVPD, the Open Molecules 2025 dataset).

## Properties
Charge   0
E_LUMO (alpha / beta)   -1.64 / -1.56 eV
HOMO (alpha / beta)   -9.7 / -9.4 eV
Multiplicity   1

Each line ends with the Mulliken charge.
Atoms and positions in Å:
S: -0.5411 0.6327 -1.7490  -0.093
N: -0.9076 0.1434 1.3031  0.792
C: 1.3597 -0.6384 -0.3307  0.409
O: -1.1062 1.2720 1.0863  -0.443
H: -0.0743 1.8354 -1.3211  0.185
O: -0.8830 -0.5257 2.2534  -0.460
H: -0.3396 -1.4463 -0.6285  0.311
C: 0.0275 -0.5086 -0.5613  -0.351
N: 2.4646 -0.7646 -0.0521  -0.350

Atomic forces in eV per Å
S -0.574 0.039 -0.235
N 2.431 -0.985 -3.728
C 2.534 0.468 1.218
O -1.086 2.026 0.501
H 0.265 -0.721 0.258
O -0.347 -1.094 1.708
H -2.084 -2.792 -0.597
C -1.834 3.162 0.869
N 0.696 -0.103 0.006

=====

Record 2
# C2H2N2O2S

2 unconnected molecules or ions with the total composition C2H2N2O2S (ωB97M-V/def2-TZVPD, the Open Molecules 2025 dataset).

## Properties
Charge   0
E_LUMO (alpha / beta)   -2.47 / -3.90 eV
HOMO (alpha / beta)   -10.8 / -10.5 eV
Multiplicity   1

Each line ends with the Mulliken charge.
Atoms and positions in Å:
N: -0.6535 -0.2772 1.5756  0.940
C: 0.3749 0.8687 -2.2924  0.426
S: -0.8536 -0.0833 -1.8536  -0.061
H: 0.9096 0.4996 0.3189  0.476
O: -1.0122 0.8584 1.7880  -0.502
O: -1.3111 -1.3236 1.7200  -0.510
N: 1.3689 1.4079 -2.6439  -0.337
H: 0.6068 -1.5010 0.5504  0.459
C: 0.5703 -0.4495 0.8371  -0.890

Atomic forces in eV per Å
N -0.206 -0.900 -1.398
C 2.151 0.628 -0.958
S -0.577 -0.236 0.466
H -0.019 -1.585 0.972
O -0.326 0.110 0.779
O 0.436 1.201 0.550
N -1.518 -0.431 0.611
H 0.883 0.452 -0.094
C -0.824 0.760 -0.928

=====

Record 3
# C2H2N2O2S

2 unconnected molecules or ions with the total composition C2H2N2O2S (ωB97M-V/def2-TZVPD, the Open Molecules 2025 dataset).

## Properties
Charge   0
E_LUMO   -1.56 eV
HOMO   -9.6 eV
Multiplicity   1

Each line ends with the Mulliken charge.
Atoms and positions in Å:
H: 1.4478 -0.8376 0.9432  0.206
C: -0.7586 -1.0005 -0.8975  0.408
O: -1.5059 1.5370 0.9599  -0.473
N: -1.4609 -1.9065 -0.8843  -0.349
H: 0.3590 0.7990 -1.7292  0.313
N: -0.5105 0.8734 0.9752  0.727
S: 1.7970 -0.2364 -0.2517  -0.076
O: 0.4093 0.7436 1.7668  -0.494
C: 0.2229 0.0281 -0.8824  -0.262

Atomic forces in eV per Å
H 0.225 0.135 -1.080
C 0.461 0.084 -0.493
O 0.514 -0.566 0.854
N -0.430 -0.225 0.040
H -1.062 -1.306 1.384
N 1.951 0.181 -1.774
S 0.276 -0.845 0.289
O -2.449 0.772 0.014
C 0.512 1.771 0.766

=====

Record 4
# C2H2N2O2S

A single C2H2N2O2S molecule (ωB97M-V/def2-TZVPD, the Open Molecules 2025 dataset).

## Properties
Charge   0
E_LUMO   0.25 eV
HOMO   -9.6 eV
SMILES   O=c1[nH][nH]c(=S)o1
Multiplicity   1

Each line ends with the Mulliken charge.
Atoms and positions in Å:
H: -1.5366 1.2464 -0.3105  0.284
C: 1.1663 -0.4144 -0.0881  0.344
O: -2.1508 -1.2225 -0.0163  -0.494
C: -1.0926 -0.6877 0.0192  0.523
O: 0.1492 -1.3275 -0.0151  -0.240
H: 0.9977 1.5733 0.4299  0.296
S: 2.7307 -0.7065 0.0136  -0.329
N: -0.8200 0.6686 0.1176  -0.169
N: 0.5561 0.8703 -0.1503  -0.216

Atomic forces in eV per Å
H 0.576 0.193 -0.165
C -1.501 1.396 0.553
O 0.219 -0.190 -0.028
C 0.509 0.656 0.198
O 0.010 0.138 -0.335
H -0.027 -0.143 -0.007
S 0.514 -0.264 -0.127
N -0.201 -0.651 0.248
N -0.101 -1.135 -0.336

=====

Record 5
# C2H2N2O2S

A single C2H2N2O2S molecule (ωB97M-V/def2-TZVPD, the Open Molecules 2025 dataset).

## Properties
Charge   0
E_LUMO   -1.47 eV
HOMO   -10.6 eV
SMILES   N#CSC[N+](=O)[O-]
Multiplicity   1

Each line ends with the Mulliken charge.
Atoms and positions in Å:
H: -0.4004 -1.4200 -0.2003  0.342
C: -0.8513 0.9762 -1.4569  0.419
S: -1.6345 0.6540 -0.0424  -0.110
O: 1.3637 0.4216 1.7493  -0.521
C: -0.2267 -0.7316 0.6347  -0.590
N: -0.3919 1.1494 -2.4783  -0.319
N: 1.0192 0.0156 0.6747  0.826
H: -0.5439 -1.2849 1.4612  0.416
O: 1.6657 0.2197 -0.3420  -0.464

Atomic forces in eV per Å
H 1.185 0.400 -0.130
C -0.699 -0.465 1.046
S 1.005 -1.592 2.385
O -0.181 0.234 1.462
C -2.685 1.234 -3.861
N 1.044 0.583 -2.251
N 1.514 0.020 -0.601
H -0.194 0.247 2.010
O -0.990 -0.660 -0.061

=====

Record 6
# C2H2N2O2S2

2 unconnected molecules or ions with the total composition C2H2N2O2S2 (ωB97M-V/def2-TZVPD, the Open Molecules 2025 dataset).

## Properties
Charge   0
E_LUMO (alpha / beta)   -1.37 / -1.12 eV
HOMO (alpha / beta)   -7.9 / -7.8 eV
Multiplicity   1

Each line ends with the Mulliken charge.
Atoms and positions in Å:
S: 2.2847 -0.8999 -1.1670  0.083
C: 0.0487 0.4260 -0.7729  -0.367
C: -0.1254 -0.9115 -0.2210  0.818
O: 1.0539 -1.5057 -0.2809  -0.277
O: -1.0810 -1.4196 0.3026  -0.579
S: -0.8529 1.6540 1.5183  0.092
H: 1.2962 1.5235 -1.7352  0.294
N: 1.1198 0.5842 -1.4484  -0.098
H: -1.9733 -0.1009 1.5675  0.368
N: -1.7708 0.6499 2.2368  -0.334

Atomic forces in eV per Å
S 0.006 0.523 -0.186
C -1.215 1.603 -2.118
C -1.055 0.552 0.720
O 2.069 -2.091 -0.057
O 0.330 0.117 -0.368
S 0.442 0.692 0.583
H 1.028 0.275 -0.682
N -1.164 -1.201 1.988
H -0.053 -0.463 0.217
N -0.388 -0.008 -0.097

=====

Relative energy (zero: lowest compared OMol25 entry of this formula, charge and spin) for the records above, in order: 496.2, 613.5, 490.8, 12.1, 414.1, 528.2 kJ/mol